[1]
# C3H7N3O

A cluster of 2 separate species, C3H7N3O in total in a non-equilibrium geometry (wB97M-V/def2-TZVPD, OMol25).

Each line ends with the Löwdin charge.
CARTESIAN COORDINATES (ANGSTROEM)
C  1.14349  -0.28771  -0.07786  -0.32
C  1.26010  1.09205  -0.01721  -0.03
N  -0.81232  1.68288  0.25096  0.00
C  -0.93603  -0.46216  -0.51298  -0.25
N  -1.52213  -1.66138  -0.43937  0.11
O  1.27230  -1.08623  1.04981  -0.04
N  -1.41231  0.67830  -0.30549  -0.08
H  1.00865  -0.57341  1.82327  0.10
H  -1.11289  2.53696  -0.22835  0.06
H  1.43512  -0.83752  -0.96117  0.11
H  -2.29496  -1.82556  0.19015  0.10
H  -1.00842  -2.46971  -0.74450  0.09
H  1.45240  1.63021  -0.93512  0.07
H  1.52700  1.58328  0.90787  0.07

Results
* electronic energy: -357.873531 hartree
* lowest unoccupied orbital energy: 0.82 eV
* energy above the lowest of the compared OMol25 structures with the same formula, charge and spin: 110.7 kcal/mol

=====

[2]
# C3H7N3O

An isolated molecule of C3H7N3O in a non-equilibrium geometry (wB97M-V/def2-TZVPD, OMol25).

Each line ends with the Löwdin charge.
CARTESIAN COORDINATES (ANGSTROEM)
H  -2.72124  -0.21667  0.48206  0.06
N  -2.50404  0.49752  -0.22027  0.11
C  -1.29054  0.57107  -0.50995  -0.24
C  -0.17011  -0.37181  -0.36669  -0.32
C  -0.31956  -1.69818  -0.33187  0.09
N  1.11359  0.17053  -0.04354  -0.23
N  1.32604  0.15545  1.32287  0.06
O  1.25662  1.51528  -0.58805  -0.05
H  -0.94667  1.24758  -1.32372  0.11
H  -1.28121  -2.15722  -0.48584  0.06
H  0.50078  -2.34128  -0.07121  0.07
H  0.74262  0.82524  1.82846  0.09
H  2.30352  0.34634  1.51910  0.09
H  1.99022  1.45614  -1.21136  0.09

Results
* electronic energy: -357.877409 hartree
* lowest unoccupied orbital energy: 0.63 eV
* energy above the lowest of the compared OMol25 structures with the same formula, charge and spin: 108.2 kcal/mol

=====

[3]
# C3H7N3O

An isolated molecule of C3H7N3O in a non-equilibrium geometry (wB97M-V/def2-TZVPD, OMol25).

Each line ends with the Löwdin charge.
CARTESIAN COORDINATES (ANGSTROEM)
N  1.14852  1.32863  -0.51246  0.00
N  0.76624  0.09264  -0.95059  -0.15
C  -0.61603  0.12374  -1.02946  -0.25
C  -1.28233  -0.27330  0.36806  -0.05
C  -0.12111  -0.97950  1.12949  -0.55
O  -0.13275  -1.52532  2.17168  0.09
N  0.94371  -1.10928  0.23316  0.15
H  0.78928  1.72781  0.33183  0.08
H  2.15524  1.36763  -0.39609  0.09
H  -1.01380  -0.51309  -1.92372  0.14
H  -0.70954  1.19810  -1.28435  0.11
H  -2.11105  -0.97601  0.25281  0.10
H  -1.62309  0.72740  0.93190  0.15
H  1.80669  -1.18944  0.67777  0.08

Results
* electronic energy: -357.917524 hartree
* lowest unoccupied orbital energy: 0.79 eV
* energy above the lowest of the compared OMol25 structures with the same formula, charge and spin: 83.1 kcal/mol

=====

[4]
# C3H7N3O

A cluster of 2 separate species, C3H7N3O in total in a non-equilibrium geometry (wB97M-V/def2-TZVPD, OMol25).

Each line ends with the Löwdin charge.
CARTESIAN COORDINATES (ANGSTROEM)
C  -2.16975  0.83264  0.96996  -0.07
C  0.61154  1.43853  0.18706  -0.14
C  1.11649  -1.48312  -0.11404  0.03
N  -1.09256  -1.53253  -0.76932  0.12
N  -0.41646  0.49809  -0.08507  -0.14
N  -0.20360  -0.79710  -0.28373  -0.30
O  -2.63531  1.73436  0.42674  -0.01
H  0.76959  1.52763  1.26825  0.07
H  1.51740  1.19200  -0.32853  0.06
H  0.17628  2.51049  -0.08329  0.12
H  1.86705  -1.32240  -0.83154  0.07
H  1.50193  -1.01218  0.83748  0.11
H  0.88624  -2.48052  -0.18682  0.05
H  -1.92886  -1.10591  -1.00715  0.03

Results
* electronic energy: -357.859267 hartree
* lowest unoccupied orbital energy (alpha / beta): 0.55 / 0.55 eV
* energy above the lowest of the compared OMol25 structures with the same formula, charge and spin: 119.6 kcal/mol

=====

[5]
# C3H7N3O

A structure of composition C3H7N3O in a non-equilibrium geometry (wB97M-V/def2-TZVPD, OMol25).

Each line ends with the Löwdin charge.
CARTESIAN COORDINATES (ANGSTROEM)
C  -1.35036  -0.87899  -0.01156  -0.06
C  -2.71888  -0.76576  -0.00169  0.03
C  2.37695  1.02682  -0.04882  0.11
N  -0.20322  -0.74295  0.07038  0.26
N  1.56255  -1.19463  0.01585  0.36
N  2.55002  -0.36526  -0.00320  -0.20
O  3.59687  -0.93142  0.00394  0.37
H  -3.05804  0.02226  -0.69345  0.15
H  -3.09770  -0.53555  1.00671  0.15
H  -3.17099  -1.71797  -0.32924  0.15
H  2.71595  1.41580  -1.02214  0.17
H  3.06334  1.50365  0.66541  0.17
H  1.34802  1.33951  0.13255  0.13
H  1.65162  -2.21477  0.07649  0.22

Results
* electronic energy: -356.972424 hartree
* multiplicity: 3
* lowest unoccupied orbital energy (alpha / beta): -12.12 / -14.85 eV
* energy above the lowest of the compared OMol25 structures with the same formula, charge and spin: 12.2 kcal/mol
* net charge: +2
* ⟨S²⟩: 2.055

=====

[6]
# C3H7N3O2

A structure of composition C3H7N3O2 in a non-equilibrium geometry (wB97M-V/def2-TZVPD, OMol25).

Each line ends with the Löwdin charge.
CARTESIAN COORDINATES (ANGSTROEM)
C  -2.27518  -0.60600  0.15861  -0.26
C  -1.00704  0.23137  0.22235  -0.40
C  2.51758  -0.40042  -0.27877  -0.18
H  -3.07697  0.96257  -0.94011  0.19
H  -3.61176  0.68626  0.70279  0.05
H  -2.36577  -1.12438  -0.81412  0.11
H  -2.24905  -1.62160  0.91028  0.18
H  2.53190  -1.45037  -0.18450  0.09
H  3.93621  1.28967  0.88539  0.20
H  4.94773  0.09566  -0.10716  0.20
N  -3.52131  0.12155  -0.15950  -0.05
N  1.37440  0.47462  -0.28562  0.07
N  3.70329  0.31244  0.13056  -0.11
O  -1.11994  1.41590  -0.08288  0.04
O  0.21592  -0.38728  -0.15733  -0.13

Results
* electronic energy: -432.990617 hartree
* lowest unoccupied orbital energy: 0.10 eV
* energy above the lowest of the compared OMol25 structures with the same formula, charge and spin: 208.4 kcal/mol

=====

[7]
# C3H7N3O2

A structure of composition C3H7N3O2 in a non-equilibrium geometry (wB97M-V/def2-TZVPD, OMol25).

Each line ends with the Löwdin charge.
CARTESIAN COORDINATES (ANGSTROEM)
C  -1.42966  -0.33553  -0.03660  -0.48
C  -0.21390  -0.92166  0.62105  -0.35
C  2.75391  -0.03767  -0.32449  0.09
H  0.50985  1.90813  -0.13223  0.16
H  -2.27692  1.62263  -0.39745  0.19
H  -3.05269  -0.24872  -0.98076  0.10
H  -0.27193  -0.48871  1.83545  0.21
H  -0.59289  -1.88480  0.89797  0.11
H  3.64394  -1.04643  -0.04256  0.18
H  3.15890  0.91576  -0.53803  0.00
N  -1.37020  0.97404  -0.41395  -0.02
N  -2.46585  -1.04098  -0.38888  0.10
N  1.27203  0.09340  -0.32738  -0.03
O  -0.36424  1.60513  0.43173  -0.19
O  0.69966  -1.11458  -0.20386  -0.08

Results
* electronic energy: -432.910589 hartree
* lowest unoccupied orbital energy: -0.06 eV
* energy above the lowest of the compared OMol25 structures with the same formula, charge and spin: 258.6 kcal/mol

=====

[8]
# C3H7N3O2

A structure of composition C3H7N3O2 in a non-equilibrium geometry (wB97M-V/def2-TZVPD, OMol25).

Each line ends with the Löwdin charge.
CARTESIAN COORDINATES (ANGSTROEM)
C  -0.02577  -1.51275  1.15634  -0.15
C  0.98011  -1.00272  0.12187  -0.44
C  -0.61744  0.57438  -0.45803  -0.20
H  -1.36896  -1.43581  1.01166  0.12
H  0.26247  -0.73235  2.25503  0.16
H  -0.03226  -2.89233  1.50905  0.16
H  2.26842  0.07689  -0.86575  0.02
H  -1.43280  0.31276  0.39500  0.15
H  -0.35364  1.89585  -1.89507  0.22
H  -2.40617  2.54116  -0.41208  0.07
N  2.31998  -1.22092  0.34354  0.03
N  0.59662  0.10192  -0.67364  0.07
N  -0.86818  1.88912  -0.84053  -0.06
O  2.97327  -0.49155  -0.56111  -0.07
O  -2.29566  1.89635  -1.08626  -0.07

Results
* electronic energy: -432.955750 hartree
* lowest unoccupied orbital energy: -0.25 eV
* energy above the lowest of the compared OMol25 structures with the same formula, charge and spin: 230.3 kcal/mol